Record 1
This record from the OMol25 dataset describes an isolated molecule of C19H32N2O5. The level of theory is ωB97M-V/def2-TZVPD.

Last columns: bonded neighbours and bond lengths (Å).
Cartesian coordinates (Å):
1 C -0.547 1.288 2.064  C2 1.515, H27 1.091, H28 1.092, H29 1.092
2 C -1.063 2.649 1.645  C1 1.515, O3 1.424, H30 1.096, H31 1.090
3 O -0.038 3.470 1.094  C2 1.424, C4 1.401
4 C 0.280 3.210 -0.246  O3 1.401, C5 1.536, C7 1.556, H32 1.095
5 C 0.343 4.423 -1.186  C4 1.536, C6 1.545, H33 1.089, H34 1.091
6 C 1.589 3.790 -1.843  C5 1.545, C7 1.538, H35 1.089, H36 1.087
7 C 1.771 2.923 -0.585  C4 1.556, C6 1.538, C8 1.506, H37 1.092
8 C 2.133 1.472 -0.770  C7 1.506, O9 1.223, N10 1.355
9 O 2.045 0.904 -1.850  C8 1.223
10 N 2.484 0.825 0.368  C8 1.355, C11 1.450, H38 1.008
11 C 2.682 -0.607 0.468  N10 1.450, C12 1.533, C25 1.530, H39 1.099
12 C 1.662 -1.450 -0.305  C11 1.533, C13 1.562, H40 1.091, H41 1.087
13 C 1.375 -2.701 0.585  C12 1.562, C14 1.520, C24 1.530, H42 1.091
14 C -0.095 -2.639 0.967  C13 1.520, O15 1.216, N16 1.368
15 O -0.490 -2.201 2.030  C14 1.216
16 N -0.942 -3.035 -0.031  C14 1.368, C17 1.441, H43 1.008
17 C -2.320 -2.614 -0.053  N16 1.441, C18 1.513, C22 1.502, C23 1.495
18 C -2.525 -1.128 -0.259  C17 1.513, C19 1.517, H44 1.092, H45 1.092
19 C -2.012 -0.650 -1.604  C18 1.517, O20 1.412, H46 1.099, H47 1.100
20 O -2.026 0.761 -1.625  C19 1.412, C21 1.414
21 C -1.480 1.271 -2.826  O20 1.414, H48 1.089, H49 1.096, H50 1.096
22 C -3.287 -3.589 -0.662  C17 1.502, C23 1.505, H51 1.082, H52 1.081
23 C -3.262 -3.371 0.827  C17 1.495, C22 1.505, H53 1.080, H54 1.081
24 C 2.299 -2.566 1.798  C13 1.530, C25 1.522, H55 1.088, H56 1.095
25 C 2.515 -1.065 1.918  C11 1.530, C24 1.522, O26 1.414, H57 1.092
26 O 3.561 -0.648 2.773  C25 1.414, H58 0.964
27 H -1.336 0.692 2.525  C1 1.091
28 H -0.173 0.732 1.201  C1 1.092
29 H 0.266 1.395 2.784  C1 1.092
30 H -1.881 2.545 0.924  C2 1.096
31 H -1.443 3.197 2.508  C2 1.090
32 H -0.358 2.418 -0.650  C4 1.095
33 H -0.527 4.637 -1.806  C5 1.089
34 H 0.602 5.311 -0.607  C5 1.091
35 H 1.338 3.158 -2.693  C6 1.089
36 H 2.410 4.451 -2.113  C6 1.087
37 H 2.398 3.410 0.164  C7 1.092
38 H 2.566 1.359 1.219  N10 1.008
39 H 3.697 -0.869 0.139  C11 1.099
40 H 0.752 -0.866 -0.452  C12 1.091
41 H 2.022 -1.711 -1.297  C12 1.087
42 H 1.561 -3.625 0.036  C13 1.091
43 H -0.520 -3.264 -0.917  N16 1.008
44 H -3.585 -0.887 -0.164  C18 1.092
45 H -2.001 -0.591 0.534  C18 1.092
46 H -0.986 -1.006 -1.776  C19 1.099
47 H -2.634 -1.046 -2.420  C19 1.100
48 H -1.562 2.356 -2.788  C21 1.089
49 H -0.424 0.992 -2.928  C21 1.096
50 H -2.036 0.905 -3.697  C21 1.096
51 H -4.112 -3.179 -1.228  C22 1.082
52 H -2.891 -4.522 -1.040  C22 1.081
53 H -2.832 -4.146 1.444  C23 1.080
54 H -4.072 -2.817 1.281  C23 1.081
55 H 1.872 -2.992 2.704  C24 1.088
56 H 3.256 -3.058 1.596  C24 1.095
57 H 1.607 -0.614 2.323  C25 1.092
58 H 4.375 -1.086 2.502  O26 0.964

Summary:
E in eV: -33439.4704
SMILES: CCO[C@H]1CC[C@@H]1C(=O)N[C@@H]1C[C@H](C(=O)NC2(CCOC)CC2)C[C@H]1O
Lowest unoccupied orbital energy in eV: 0.6768
HOMO energy in eV: -9.25
Energy relative to the best compared isomer or geometry (same formula, charge and spin) in eV: 3.716
Net charge: 0
HOMO-LUMO gap in hartree: 0.365
Molecular weight in g mol⁻¹: 368.47
Spin multiplicity: 1

Record 2
This record from the OMol25 dataset describes an isolated molecule of C19H32N2O5. The level of theory is ωB97M-V/def2-TZVPD.

Last columns: bonded neighbours and bond lengths (Å).
Cartesian coordinates (Å):
1 C 0.691 -2.367 0.133  C2 1.514, H27 1.091, H28 1.091, H29 1.092
2 C 0.649 -3.011 -1.237  C1 1.514, O3 1.423, H30 1.097, H31 1.090
3 O -0.679 -3.183 -1.719  C2 1.423, C4 1.403
4 C -1.277 -2.043 -2.276  O3 1.403, C5 1.538, C7 1.554, H32 1.096
5 C -1.904 -2.207 -3.671  C4 1.538, C6 1.545, H33 1.089, H34 1.090
6 C -3.103 -1.362 -3.185  C5 1.545, C7 1.538, H35 1.089, H36 1.087
7 C -2.682 -1.656 -1.736  C4 1.554, C6 1.538, C8 1.507, H37 1.092
8 C -2.720 -0.526 -0.740  C7 1.507, O9 1.224, N10 1.352
9 O -2.920 0.637 -1.062  C8 1.224
10 N -2.427 -0.881 0.532  C8 1.352, C11 1.448, H38 1.008
11 C -2.225 0.081 1.595  N10 1.448, C12 1.538, C25 1.528, H39 1.098
12 C -1.259 1.226 1.250  C11 1.538, C13 1.561, H40 1.091, H41 1.087
13 C -0.391 1.454 2.527  C12 1.561, C14 1.519, C24 1.530, H42 1.091
14 C 1.035 1.040 2.209  C13 1.519, O15 1.217, N16 1.366
15 O 1.478 -0.067 2.453  C14 1.217
16 N 1.772 1.997 1.570  C14 1.366, C17 1.439, H43 1.007
17 C 3.004 1.669 0.901  N16 1.439, C18 1.513, C22 1.502, C23 1.493
18 C 2.836 0.862 -0.367  C17 1.513, C19 1.527, H44 1.092, H45 1.091
19 C 2.035 1.595 -1.440  C18 1.527, O20 1.416, H46 1.100, H47 1.098
20 O 0.774 0.971 -1.598  C19 1.416, C21 1.414
21 C -0.052 1.683 -2.499  O20 1.414, H48 1.087, H49 1.097, H50 1.096
22 C 4.079 2.715 0.975  C17 1.502, C23 1.507, H51 1.082, H52 1.081
23 C 4.195 1.442 1.773  C17 1.493, C22 1.507, H53 1.080, H54 1.081
24 C -1.014 0.565 3.606  C13 1.530, C25 1.522, H55 1.088, H56 1.095
25 C -1.603 -0.596 2.816  C11 1.528, C24 1.522, O26 1.414, H57 1.092
26 O -2.492 -1.440 3.522  C25 1.414, H58 0.964
27 H 1.713 -2.314 0.512  C1 1.091
28 H 0.298 -1.349 0.100  C1 1.091
29 H 0.100 -2.949 0.842  C1 1.092
30 H 1.229 -2.422 -1.957  C2 1.097
31 H 1.080 -4.012 -1.206  C2 1.090
32 H -0.597 -1.186 -2.231  C4 1.096
33 H -1.333 -1.859 -4.530  C5 1.089
34 H -2.181 -3.252 -3.817  C5 1.090
35 H -2.987 -0.301 -3.400  C6 1.089
36 H -4.098 -1.680 -3.487  C6 1.087
37 H -3.159 -2.557 -1.342  C7 1.092
38 H -2.294 -1.856 0.748  N10 1.008
39 H -3.194 0.503 1.894  C11 1.098
40 H -0.637 0.953 0.395  C12 1.091
41 H -1.804 2.122 0.962  C12 1.087
42 H -0.394 2.505 2.821  C13 1.091
43 H 1.293 2.835 1.282  N16 1.007
44 H 3.826 0.601 -0.746  C18 1.092
45 H 2.327 -0.074 -0.132  C18 1.091
46 H 1.890 2.650 -1.163  C19 1.100
47 H 2.561 1.590 -2.403  C19 1.098
48 H -1.032 1.211 -2.499  C21 1.087
49 H -0.173 2.724 -2.178  C21 1.097
50 H 0.373 1.676 -3.509  C21 1.096
51 H 4.715 2.837 0.108  C22 1.082
52 H 3.859 3.626 1.515  C22 1.081
53 H 4.035 1.496 2.839  C23 1.080
54 H 4.909 0.697 1.452  C23 1.081
55 H -0.295 0.231 4.351  C24 1.088
56 H -1.820 1.104 4.114  C24 1.095
57 H -0.784 -1.239 2.488  C25 1.092
58 H -3.228 -0.908 3.845  O26 0.964

Summary:
E in eV: -33439.4471
SMILES: CCO[C@H]1CC[C@@H]1C(=O)N[C@@H]1C[C@H](C(=O)NC2(CCOC)CC2)C[C@H]1O
Lowest unoccupied orbital energy in eV: 0.6947
HOMO energy in eV: -9.22
Energy relative to the best compared isomer or geometry (same formula, charge and spin) in eV: 3.739
Net charge: 0
HOMO-LUMO gap in hartree: 0.364
Molecular weight in g mol⁻¹: 368.47
Spin multiplicity: 1

Record 3
This record from the OMol25 dataset describes an isolated molecule of C19H32N6O3. The level of theory is ωB97M-V/def2-TZVPD.

Last columns: bonded neighbours and bond lengths (Å).
Cartesian coordinates (Å):
1 C -0.876 0.252 6.058  H2 1.088, H3 1.088, C4 1.523, H60 1.088
2 H -0.227 -0.373 6.668  C1 1.088
3 H -0.902 1.248 6.494  C1 1.088
4 C -0.369 0.311 4.622  C1 1.523, C5 1.526, H58 1.092, H59 1.091
5 C -1.254 1.190 3.742  C4 1.526, C6 1.529, H56 1.091, H57 1.092
6 C -0.783 1.197 2.287  C5 1.529, N7 1.451, H54 1.093, H55 1.102
7 N -0.757 -0.134 1.711  C6 1.451, C8 1.450, C21 1.440
8 C 0.153 -0.334 0.599  N7 1.450, H9 1.093, H10 1.099, C11 1.534
9 H 0.734 0.576 0.427  C8 1.093
10 H -0.383 -0.558 -0.333  C8 1.099
11 C 1.119 -1.485 0.906  C8 1.534, C12 1.525, H19 1.091, H20 1.092
12 C 2.077 -1.744 -0.251  C11 1.525, C13 1.523, H17 1.093, H18 1.093
13 C 3.042 -2.888 0.035  C12 1.523, H14 1.088, H15 1.088, H16 1.087
14 H 2.495 -3.805 0.240  C13 1.088
15 H 3.690 -3.058 -0.822  C13 1.088
16 H 3.662 -2.657 0.898  C13 1.087
17 H 2.646 -0.833 -0.455  C12 1.093
18 H 1.497 -1.981 -1.146  C12 1.093
19 H 1.682 -1.236 1.807  C11 1.091
20 H 0.544 -2.389 1.116  C11 1.092
21 C -2.015 -0.825 1.604  N7 1.440, C22 1.548, H52 1.093, H53 1.095
22 C -3.177 -0.080 0.902  C21 1.548, N23 1.444, H50 1.094, H51 1.091
23 N -2.901 0.277 -0.469  C22 1.444, C24 1.343, H49 1.009
24 C -2.679 1.544 -0.856  N23 1.343, O25 1.214, C26 1.535
25 O -2.703 2.500 -0.109  C24 1.214
26 C -2.361 1.680 -2.352  C24 1.535, C27 1.482, H47 1.089, H48 1.091
27 C -0.996 1.160 -2.605  C26 1.482, N28 1.326, N31 1.349
28 N -0.744 -0.025 -3.144  C27 1.326, C29 1.350
29 C 0.603 -0.113 -3.184  N28 1.350, C30 1.389, N41 1.362
30 C 1.180 1.029 -2.643  C29 1.389, N31 1.376, C36 1.431
31 N 0.126 1.831 -2.272  C27 1.349, C30 1.376, C32 1.438
32 C 0.230 3.132 -1.667  N31 1.438, H33 1.092, H34 1.088, H35 1.090
33 H -0.050 3.907 -2.384  C32 1.092
34 H 1.264 3.286 -1.366  C32 1.088
35 H -0.428 3.199 -0.800  C32 1.090
36 C 2.598 1.186 -2.535  C30 1.431, O37 1.214, N38 1.394
37 O 3.225 2.107 -2.052  C36 1.214
38 N 3.240 0.074 -3.078  C36 1.394, C39 1.384, H46 1.014
39 C 2.714 -1.080 -3.633  N38 1.384, O40 1.209, N41 1.378
40 O 3.429 -1.961 -4.049  C39 1.209
41 N 1.338 -1.148 -3.678  C29 1.362, C39 1.378, C42 1.446
42 C 0.684 -2.313 -4.230  N41 1.446, H43 1.089, H44 1.088, H45 1.091
43 H -0.028 -2.002 -4.993  C42 1.089
44 H 1.453 -2.952 -4.660  C42 1.088
45 H 0.150 -2.851 -3.445  C42 1.091
46 H 4.253 0.094 -3.050  N38 1.014
47 H -3.074 1.104 -2.941  C26 1.089
48 H -2.424 2.736 -2.617  C26 1.091
49 H -2.790 -0.466 -1.142  N23 1.009
50 H -4.063 -0.721 0.933  C22 1.094
51 H -3.396 0.851 1.428  C22 1.091
52 H -1.831 -1.767 1.081  C21 1.093
53 H -2.369 -1.073 2.610  C21 1.095
54 H 0.244 1.570 2.269  C6 1.093
55 H -1.404 1.900 1.708  C6 1.102
56 H -2.288 0.845 3.803  C5 1.091
57 H -1.232 2.218 4.110  C5 1.092
58 H 0.649 0.705 4.612  C4 1.092
59 H -0.337 -0.694 4.198  C4 1.091
60 H -1.882 -0.161 6.093  C1 1.088

Summary:
E in eV: -35308.2641
SMILES: CCCCN(CCCC)CCNC(=O)Cc1nc2c(c(=O)[nH]c(=O)n2C)n1C
Lowest unoccupied orbital energy in eV: 0.6023
HOMO energy in eV: -8.05
Energy relative to the best compared isomer or geometry (same formula, charge and spin) in eV: 0.539
Net charge: 0
HOMO-LUMO gap in hartree: 0.318
Molecular weight in g mol⁻¹: 392.50
Spin multiplicity: 1